Entry from OMol25: a structure of composition C31H38B3ClF5NO20 at a distorted geometry (ωB97M-V/def2-TZVPD).

The calculation puts the highest occupied orbital energy at -8.330 eV. For the total energy, the calculation gives -3797.99928 a.u. The calculation puts the strongest force on any atom at 2.86 eV Å⁻¹. The calculation puts the LUMO energy at 0.24 eV. The value obtained for the orbital gap is 8.57 eV.

Cartesian coordinates (Å):
C -2.12146 4.41764 5.10853
C -1.94999 5.17634 3.72700
C -2.78950 4.57099 2.54716
C -2.30407 3.15569 2.01884
C -0.86061 2.72362 2.48956
B -0.25441 1.46047 1.73186
O -0.92634 0.63959 0.80021
B -0.27235 -0.60901 0.61264
C -0.43894 -1.40657 -0.78606
C 0.61828 -0.75230 -1.77675
C 2.03724 -1.41355 -1.67663
O 2.18026 -2.51880 -1.21780
N 3.16358 -0.60107 -2.12150
C 3.84316 -1.15315 -3.25860
C 3.19648 -2.09144 -4.18350
C 3.92607 -2.59056 -5.35672
C 5.29797 -2.16412 -5.56759
C 5.97437 -1.24537 -4.66118
C 5.23561 -0.73384 -3.50507
O 0.58109 -1.21313 1.57527
B 0.93660 -0.25275 2.54152
C 1.11807 -0.51340 4.11853
C -0.17695 -1.25798 4.62418
O -1.18436 -1.24210 3.98823
Cl -0.17928 -2.18113 6.18381
O 1.10047 1.08230 2.05987
H -2.09211 5.10978 5.98842
H -3.04453 3.79180 5.16806
H -1.23551 3.72939 5.26016
H -2.29367 6.23615 3.91641
H -0.85148 5.27255 3.49896
H -2.71501 5.30240 1.68850
H -3.88843 4.52377 2.79525
H -3.01519 2.39480 2.45961
H -2.41296 3.03335 0.90357
H -0.95685 2.41835 3.57582
H -0.09557 3.54301 2.47588
H -0.26324 -2.50330 -0.61571
H -1.49193 -1.32681 -1.17398
H 0.22892 -0.74092 -2.83603
H 0.67513 0.33889 -1.48678
H 3.79394 -0.34927 -1.35883
H 2.14733 -2.44364 -4.02834
H 3.37251 -3.27598 -6.04132
H 5.84197 -2.57059 -6.44951
H 7.02284 -0.89763 -4.79040
H 5.68169 -0.00193 -2.78692
H 2.06094 -1.03502 4.41183
H 1.06732 0.50020 4.61566
C -5.64029 -0.91435 -0.76811
C -5.40703 -1.71530 -2.01538
O -4.57191 -0.86894 -2.78361
C -3.86722 -0.12512 -1.88167
O -2.88896 0.49623 -2.14675
O -4.41886 -0.18972 -0.64187
F -6.56228 -1.91687 -2.69210
H -6.47063 -0.21188 -0.87021
H -5.81650 -1.54178 0.10458
H -4.90621 -2.67238 -1.84980
C -6.78829 3.92668 8.23013
C -6.49401 3.11404 7.00306
O -5.64807 3.96428 6.25390
C -4.98925 4.73468 7.16936
O -4.01543 5.36878 6.93062
O -5.58699 4.67582 8.39185
F -7.62092 2.88142 6.28697
H -7.62742 4.61154 8.08761
H -6.98515 3.30724 9.10427
H -5.98211 2.16882 7.20035
C 4.07592 -4.74376 -1.92083
C 3.40893 -6.07781 -2.06904
O 4.31429 -6.79730 -2.88697
C 5.54937 -6.28123 -2.61765
O 6.57382 -6.80789 -2.91179
O 5.46116 -5.09300 -1.96355
F 2.22679 -5.96545 -2.72376
H 3.84706 -4.06572 -2.74481
H 3.82411 -4.25217 -0.98386
H 3.25840 -6.61477 -1.12901
C -3.39635 1.82728 -5.20627
C -4.20888 1.80469 -6.46695
O -5.22467 2.75362 -6.20686
C -4.67553 3.65899 -5.34293
O -5.13610 4.72897 -5.11452
O -3.53047 3.18199 -4.78314
F -4.78537 0.59224 -6.65747
H -3.79668 1.16549 -4.43677
H -2.35168 1.57182 -5.37888
H -3.65718 2.09424 -7.36494
C 8.21430 -3.44617 -0.38354
C 8.02136 -2.36539 -1.40556
O 6.83769 -1.72103 -0.96658
C 6.80822 -1.88395 0.38759
O 6.11186 -1.25695 1.11994
O 7.67711 -2.84642 0.79474
F 7.80272 -2.88849 -2.63322
H 7.65093 -4.35160 -0.62058
H 9.26229 -3.70993 -0.24701
H 8.83703 -1.63919 -1.45509